# 1
60
Properties=species:S:1:pos:R:3:forces:R:3 method="wB97M-V/def2-TZVPD" smiles=COCCOC.COCCOC.COCCOC.CO.O.O e_above_lowest_kcal_mol=0.00 total_charge=0 spin_multiplicity=1 e_lumo_ha=0.008
C 0.002 0.267 -3.129 1.2 -0.9 0.1
O -1.068 0.116 -3.973 -2.1 0.5 -1.4
C -1.369 1.285 -4.759 0.3 -0.6 -0.1
C -2.608 1.124 -5.694 -0.7 0.8 2.4
O -3.697 0.613 -4.918 -0.8 -1.7 -1.2
C -4.320 1.357 -3.890 1.6 0.3 0.0
H 0.915 0.267 -3.724 0.5 -0.2 0.1
H -0.050 -0.618 -2.493 0.5 0.1 0.2
H 0.082 1.149 -2.494 -0.7 0.4 0.0
H -0.507 1.504 -5.390 0.2 0.3 -0.1
H -1.479 2.061 -4.001 -0.3 0.6 -0.4
H -2.425 0.549 -6.602 -0.1 -0.7 0.6
H -2.975 2.077 -6.077 0.7 0.6 0.0
H -4.959 0.730 -3.267 0.1 -0.4 -0.4
H -4.915 2.208 -4.223 0.1 0.1 -0.3
H -3.491 1.687 -3.264 -0.3 0.5 0.5
C 4.332 0.541 -0.505 0.2 -1.8 1.3
O 5.379 -0.073 0.271 1.3 1.0 0.1
C 5.264 -1.347 0.894 0.1 0.4 0.7
C 6.250 -1.310 2.124 -1.3 -1.1 0.3
O 6.319 -2.638 2.758 -1.2 0.8 -3.0
C 7.174 -2.790 3.801 0.6 0.8 1.5
H 3.532 0.752 0.206 -0.5 -0.1 -0.4
H 4.083 -0.219 -1.245 -0.7 0.4 -0.3
H 4.640 1.477 -0.971 0.5 -0.3 0.2
H 5.459 -2.160 0.195 0.3 -0.1 -0.1
H 4.269 -1.521 1.304 -0.3 0.1 0.0
H 5.747 -0.687 2.863 0.2 0.4 0.1
H 7.203 -0.854 1.857 0.2 -0.4 0.0
H 6.983 -2.025 4.553 0.0 0.3 0.4
H 8.222 -2.668 3.527 0.3 -0.4 -0.1
H 6.968 -3.729 4.316 0.2 -0.2 -0.4
C -1.783 -1.320 3.356 0.1 0.7 -1.1
O -2.966 -0.500 3.115 0.6 -1.0 -0.1
C -3.147 -0.246 1.723 -0.1 0.3 -0.2
C -4.253 0.753 1.476 -0.1 0.8 -0.3
O -5.576 0.259 1.564 -0.4 0.1 1.4
C -5.890 -0.044 2.927 -0.2 -1.4 0.9
H -1.801 -2.294 2.867 -0.6 -0.1 -0.1
H -1.534 -1.503 4.401 -0.7 0.5 0.1
H -0.957 -0.802 2.870 0.3 0.0 0.2
H -3.368 -1.115 1.103 -0.1 -0.7 0.4
H -2.254 0.164 1.251 0.5 0.2 0.3
H -4.187 1.230 0.499 0.2 -0.8 -0.6
H -4.070 1.659 2.054 -0.3 -0.1 1.0
H -6.890 -0.378 3.203 -0.9 0.9 -1.4
H -5.651 0.720 3.666 0.4 0.3 -0.4
H -5.453 -0.988 3.254 1.2 0.2 -0.1
O -0.794 -2.483 -0.738 0.1 0.1 0.1
H -1.632 -2.119 -1.026 -0.3 0.2 -0.1
H -0.793 -3.379 -1.074 0.1 -0.3 -0.1
O 0.845 -0.617 0.829 0.3 -0.3 0.5
H 0.489 -1.134 0.106 -0.2 -0.4 -0.1
H 0.740 0.292 0.549 -0.1 0.4 -0.2
C 0.312 2.885 1.026 0.9 1.6 -0.2
O 0.302 1.917 0.021 -0.6 -0.8 -0.6
H 0.704 2.473 1.956 -0.3 -0.1 -0.1
H 1.001 3.642 0.652 0.4 0.4 0.6
H -0.622 3.434 1.149 -0.4 -0.5 0.3
H 0.265 2.366 -0.827 0.0 -0.1 0.0

# 2
59
Properties=species:S:1:pos:R:3:forces:R:3 method="wB97M-V/def2-TZVPD" e_above_lowest_kcal_mol=59.15 total_charge=+3 spin_multiplicity=1 e_lumo_ha=-0.308
Pb -1.711 1.350 1.015 0.0 0.1 0.1
C 4.446 1.707 -6.855 0.0 0.0 0.0
C 3.727 0.664 -6.053 -0.1 -0.1 0.0
N 3.259 0.998 -4.925 0.3 0.2 0.0
N 2.674 1.453 -3.993 -0.2 -0.1 0.0
C 3.327 1.340 -2.671 0.2 0.0 0.0
N 4.571 1.802 -2.649 0.0 0.0 0.0
S 2.445 0.690 -1.479 0.0 0.0 -0.1
C 3.546 -0.734 -6.474 0.0 0.0 0.0
C 3.975 -1.164 -7.718 0.0 0.0 0.0
C 3.756 -2.499 -8.042 0.0 0.0 0.0
C 3.132 -3.311 -7.118 0.0 0.0 0.0
C 2.740 -2.772 -5.889 0.0 0.0 0.0
N 2.942 -1.508 -5.564 0.0 0.0 0.0
H 4.437 2.676 -6.364 0.0 0.0 0.0
H 5.474 1.387 -7.029 0.0 0.0 0.0
H 3.948 1.798 -7.821 0.0 0.0 0.0
H 5.027 2.197 -3.456 0.0 0.0 0.0
H 5.087 1.780 -1.783 0.0 0.0 0.0
H 4.457 -0.497 -8.419 0.0 0.0 0.0
H 4.071 -2.887 -9.001 0.0 0.0 0.0
H 2.945 -4.355 -7.329 0.0 0.0 0.0
H 2.254 -3.392 -5.146 0.0 0.0 0.0
C -2.062 3.346 3.648 0.0 0.0 0.0
N -0.880 2.841 2.904 0.0 0.0 0.0
C 0.104 2.112 3.744 0.0 0.0 0.0
C 0.028 0.629 3.545 0.0 0.0 0.0
N -0.519 0.063 2.486 0.0 0.0 0.0
C -0.344 -1.320 2.630 0.0 0.0 0.0
C -0.740 -2.380 1.820 0.0 0.0 0.0
C -0.421 -3.650 2.255 0.0 0.0 0.0
C 0.271 -3.865 3.459 0.0 0.0 0.0
C 0.666 -2.819 4.268 0.0 0.0 0.0
C 0.340 -1.544 3.822 0.0 0.0 0.0
N 0.556 -0.280 4.371 0.0 0.0 0.0
C -3.165 2.337 3.638 0.0 0.0 0.0
N -3.297 1.437 2.682 0.0 0.0 -0.1
C -4.479 0.734 2.948 0.0 0.0 0.0
C -5.089 -0.319 2.271 0.0 0.0 0.0
C -6.269 -0.798 2.798 0.0 0.0 0.0
C -6.828 -0.256 3.969 0.0 0.0 0.0
C -6.227 0.781 4.649 0.0 0.0 0.0
C -5.040 1.261 4.108 0.0 0.0 0.0
N -4.171 2.273 4.517 0.0 0.0 0.0
H -2.411 4.255 3.153 0.0 0.0 0.0
H -1.794 3.622 4.670 0.0 0.0 0.0
H -0.408 3.651 2.515 0.0 0.0 0.0
H -0.040 2.354 4.799 0.0 0.0 0.0
H 1.108 2.449 3.477 0.0 0.0 0.0
H -1.270 -2.229 0.888 0.0 0.0 0.0
H -0.709 -4.504 1.658 0.0 0.0 0.0
H 0.498 -4.878 3.759 0.0 0.0 0.0
H 1.196 -2.989 5.195 0.0 0.0 0.0
H 1.033 -0.086 5.239 0.0 0.0 0.0
H -4.671 -0.743 1.366 0.0 0.0 0.0
H -6.783 -1.610 2.302 0.0 0.0 0.0
H -7.757 -0.665 4.343 0.0 0.0 0.0
H -6.661 1.196 5.549 0.0 0.0 0.0
H -4.296 2.872 5.319 0.0 0.0 0.0

# 3
49
Properties=species:S:1:pos:R:3:forces:R:3 method="wB97M-V/def2-TZVPD" e_above_lowest_kcal_mol=40.52 total_charge=+2 spin_multiplicity=1 e_lumo_ha="-0.343 / -0.312"
Tl 1.445 1.129 0.864 -0.1 -0.4 -0.1
O 3.364 -0.489 1.160 -0.3 0.0 0.1
N 4.593 -0.303 0.856 0.1 0.1 0.0
C 5.547 -0.958 1.554 0.1 -0.2 0.2
C 6.879 -0.814 1.252 -0.1 0.1 -0.1
C 7.278 0.043 0.219 0.0 0.1 -0.1
C 6.319 0.728 -0.481 0.3 -0.2 0.2
C 4.954 0.556 -0.179 -0.7 0.5 -0.5
S 3.753 1.356 -1.062 0.2 -0.2 0.2
H 5.171 -1.594 2.341 0.0 0.0 0.0
H 7.606 -1.372 1.825 0.0 0.0 0.0
H 8.327 0.164 -0.015 0.0 0.0 0.0
H 6.581 1.403 -1.281 -0.1 0.0 0.0
C -2.414 4.886 0.101 -0.2 0.0 -0.1
N -1.625 4.027 0.975 0.0 0.1 -0.2
C -2.105 2.972 1.617 -0.2 0.1 -0.2
S -1.021 1.986 2.538 0.4 -0.2 0.1
N -3.397 2.690 1.547 0.1 0.0 0.1
C -4.076 1.575 2.202 -0.1 -0.1 0.1
H -1.765 5.636 -0.336 0.0 0.0 0.0
H -3.202 5.403 0.654 0.0 0.0 0.0
H -2.863 4.304 -0.707 0.0 0.0 0.0
H -0.671 4.289 1.161 0.0 -0.1 0.1
H -4.004 3.386 1.135 0.1 0.0 -0.1
H -3.346 0.867 2.581 0.0 0.0 -0.1
H -4.725 1.075 1.487 0.0 0.0 0.0
H -4.683 1.933 3.032 0.1 0.0 0.0
C -2.410 0.077 -3.537 0.1 0.0 0.1
C -1.497 -0.150 -2.333 -0.1 0.0 0.0
C -2.038 -1.270 -1.448 0.2 0.0 0.3
S -1.465 -1.083 0.273 -0.7 -0.3 -0.2
O 0.012 -0.774 0.183 1.0 0.3 0.0
C -1.589 -2.794 0.904 0.1 0.3 -0.2
C -0.552 -3.806 0.420 0.0 0.0 -0.1
C -0.835 -4.526 -0.901 0.1 0.0 0.1
H -1.977 0.807 -4.218 0.0 0.0 0.0
H -3.388 0.438 -3.217 0.0 0.0 0.0
H -2.556 -0.852 -4.090 0.0 0.0 0.0
H -1.407 0.777 -1.754 0.0 0.0 0.0
H -0.495 -0.415 -2.668 0.0 0.0 0.1
H -1.732 -2.246 -1.806 0.0 -0.1 -0.1
H -3.129 -1.234 -1.394 0.0 0.0 0.1
H -2.619 -3.089 0.684 0.0 0.0 0.0
H -1.494 -2.661 1.983 -0.1 0.0 0.0
H -0.498 -4.557 1.209 0.0 0.0 0.0
H 0.429 -3.327 0.382 0.0 0.0 0.1
H -1.895 -4.752 -1.025 0.0 0.0 0.0
H -0.296 -5.473 -0.917 0.0 0.0 0.0
H -0.486 -3.969 -1.770 -0.1 0.1 0.0

Number 1: energy -1195.036829 Ha. Number 2: energy -2011.943299 Ha. Number 3: energy -2230.210922 Ha.